Molecular formula: C17H13N6O2Pd
Method: DFT, ωB97M-V/def2-TZVPD

Computed properties:
- multiplicity = 1
- electronic energy (eV) = -34344.67566
- max |F| (eV Å⁻¹) = 1.10
- orbital gap (alpha / beta) (eV) = 7.30 / 7.30
- total charge = +1

Last column: Mulliken charge in e.
Atoms and positions in Å:
1 Pd 0.171 0.016 0.696  0.607
2 O -1.046 -1.298 1.452  -0.550
3 N -1.905 -0.906 2.353  -0.035
4 N -1.995 0.335 2.495  0.998
5 O -1.195 1.189 1.909  -0.918
6 C -3.015 0.864 3.384  0.518
7 C -3.050 2.233 3.578  -0.501
8 C -4.024 2.756 4.415  -0.485
9 C -4.934 1.918 5.040  -0.493
10 C -4.877 0.546 4.829  -0.515
11 C -3.915 0.003 3.995  -0.260
12 H -2.335 2.868 3.079  0.377
13 H -4.068 3.824 4.576  0.367
14 H -5.692 2.332 5.690  0.390
15 H -5.589 -0.108 5.314  0.381
16 H -3.865 -1.061 3.823  0.450
17 N 2.032 2.112 -0.630  -0.104
18 C 1.336 1.326 -0.163  0.270
19 H 2.650 2.775 -1.058  0.339
20 N 7.411 -7.828 2.015  -0.422
21 C 6.729 -6.906 2.032  0.017
22 C 5.873 -5.750 2.052  0.327
23 C 6.074 -4.748 2.994  -1.090
24 C 5.251 -3.637 3.013  -0.474
25 C 4.224 -3.523 2.088  2.146
26 C 4.017 -4.520 1.145  -0.495
27 C 4.840 -5.631 1.127  -1.172
28 N 3.373 -2.367 2.110  0.260
29 C 3.449 -1.305 2.988  -0.165
30 C 2.458 -0.445 2.649  -1.034
31 N 1.774 -0.972 1.578  0.128
32 C 2.347 -2.116 1.273  -0.417
33 H 6.875 -4.840 3.714  0.455
34 H 5.428 -2.873 3.755  0.260
35 H 3.223 -4.456 0.416  0.245
36 H 4.682 -6.410 0.394  0.455
37 H 4.176 -1.244 3.774  0.355
38 H 2.175 0.486 3.108  0.494
39 H 2.025 -2.774 0.488  0.293